[1]
C36H31F5MoN4O11P2Te as an isolated structure in a non-equilibrium geometry. Source: OMol25; level of theory: the ωB97M-V functional and the def2-TZVPD basis.

Properties
**Multiplicity**: 3
**Orbital gap (alpha / beta)**: 6.99 / 7.51 eV

```
91
Properties=species:S:1:pos:R:3:lowdin_spin:R:1
Mo 1.00817 -1.54423 0.81974 0.83
O 3.93051 1.49743 5.46252 0.01
C 3.30395 0.79860 4.49923 0.01
C 3.88424 -0.31128 3.87819 0.00
C 3.16576 -0.93846 2.88684 0.01
N 1.98514 -0.47976 2.47977 0.00
C 1.37850 0.49564 3.15033 0.01
C 2.00255 1.17886 4.16840 0.00
C -0.05165 0.60807 2.72214 0.00
O -0.85696 1.28715 3.31433 0.01
O -0.28653 -0.13011 1.67477 0.01
C 3.47014 -2.28151 2.27077 0.00
O 4.53099 -2.83581 2.41254 0.00
O 2.41613 -2.76002 1.66388 0.00
H 4.79884 1.11902 5.64259 0.00
H 4.84212 -0.71556 4.17895 0.00
H 1.48035 1.95503 4.70804 0.00
O -1.39827 -1.57514 -0.18907 0.03
P -2.47029 -0.56376 -0.40980 0.00
C -1.80391 0.97334 -1.14888 0.00
P -0.02162 1.23314 -0.94776 0.00
O 0.80462 0.01149 -0.58765 0.01
C 0.16779 2.58992 0.24083 0.00
C 1.44459 3.14840 0.34292 0.00
C 1.68887 4.20682 1.19807 0.00
C 0.64869 4.74275 1.94868 0.00
C -0.62305 4.20957 1.84044 0.00
C -0.86321 3.13569 0.99381 0.00
C 0.64783 1.94278 -2.45206 0.00
C 1.54138 1.21389 -3.23008 0.00
C 2.09502 1.80465 -4.35598 0.00
C 1.74934 3.09997 -4.70986 0.00
C 0.84783 3.82084 -3.93738 0.00
C 0.30314 3.24603 -2.80122 0.00
C -3.73721 -1.17209 -1.53689 0.00
C -3.52006 -1.24079 -2.91377 0.00
C -4.45503 -1.85806 -3.72952 0.00
C -5.60674 -2.40432 -3.18158 0.00
C -5.82748 -2.33625 -1.81472 0.00
C -4.89505 -1.72602 -0.99271 0.00
C -3.31641 -0.09789 1.10506 0.00
C -4.16954 1.00225 1.14940 0.00
C -4.81069 1.33235 2.33096 0.00
C -4.61000 0.55331 3.46366 0.00
C -3.78021 -0.55457 3.41255 0.00
C -3.12718 -0.88521 2.23457 0.00
H -2.32556 1.83985 -0.74674 0.00
H -1.98920 0.92638 -2.22078 0.00
H 2.24212 2.78283 -0.29266 0.00
H 2.68321 4.62860 1.26345 0.00
H 0.83372 5.57457 2.61551 0.00
H -1.43465 4.60673 2.43424 0.00
H -1.85622 2.70724 0.98548 0.00
H 1.77404 0.19178 -2.96687 0.00
H 2.78660 1.24055 -4.96762 0.00
H 2.18111 3.55187 -5.59355 0.00
H 0.57611 4.83058 -4.21452 0.00
H -0.38030 3.81876 -2.18425 0.00
H -2.61302 -0.84743 -3.35205 0.00
H -4.27002 -1.92566 -4.79301 0.00
H -6.32961 -2.89339 -3.82091 0.00
H -6.72128 -2.76829 -1.38489 0.00
H -5.06457 -1.68789 0.07596 0.00
H -4.34986 1.59656 0.25921 0.00
H -5.47081 2.18883 2.36862 0.00
H -5.10709 0.81353 4.38890 0.00
H -3.62861 -1.16227 4.29450 0.00
H -2.46827 -1.74236 2.18889 0.00
C 3.61432 -3.44015 -1.02880 0.00
C 3.74049 -1.97570 -0.83565 0.00
N 2.99523 -1.13201 -0.12530 -0.01
C 3.56393 0.11864 -0.23790 0.00
C 4.65778 0.04245 -1.02851 0.00
N 4.75069 -1.28017 -1.39109 0.00
H 3.12686 -3.90177 -0.17735 0.00
H 4.61105 -3.86706 -1.14761 0.00
H 3.01665 -3.64797 -1.91484 0.00
H 3.15354 0.96533 0.27807 0.00
H 5.35979 0.78700 -1.35499 0.00
H 5.43497 -1.68810 -2.00356 0.00
O -1.68207 -4.12203 1.96406 0.00
N -0.51620 -3.92112 1.73327 0.01
O 0.30947 -4.70551 1.36154 0.01
O -0.11350 -2.63709 2.00416 0.01
F 1.69098 -1.83047 -2.94121 0.08
Te -0.02442 -2.60017 -2.39509 0.20
F 0.96273 -4.18660 -2.74136 0.03
F -1.40721 -3.88097 -1.91845 0.17
F -0.56988 -0.62416 -2.89680 0.20
F -0.52226 -2.76654 -4.23842 0.08
O 0.87379 -2.77335 -0.55612 0.29
```


[2]
C36H31FN2OPdS2Te as an isolated structure. Source: OMol25; level of theory: the ωB97M-V functional and the def2-TZVPD basis.

Properties
**Energy relative to the best compared isomer or geometry (same formula, charge and spin)**: 0.0 kJ/mol
**Net charge**: -1
**Multiplicity**: 2
**Orbital gap (alpha / beta)**: 7.06 / 6.34 eV

```
75
Properties=species:S:1:pos:R:3:lowdin_spin:R:1
Pd 0.36580 2.03667 0.17011 0.09
S 1.98087 3.48435 3.08115 0.00
C 2.62433 3.58701 1.53109 0.00
N 2.12564 3.09415 0.40555 0.01
C 2.93276 3.29231 -0.70181 0.00
C 2.64811 2.86397 -1.99801 0.00
C 3.56257 3.13419 -3.00056 0.00
C 4.74803 3.82132 -2.73220 0.00
C 5.03706 4.24875 -1.44617 0.00
C 4.12383 3.97790 -0.43611 0.00
S 4.19498 4.34543 1.26173 0.00
H 1.72350 2.33316 -2.20295 0.00
H 3.35021 2.80749 -4.01069 0.00
H 5.44818 4.02230 -3.53329 0.00
H 5.95704 4.77809 -1.23180 0.00
C -0.59455 -6.99031 2.99537 0.00
C -0.73523 -5.52898 2.66154 0.00
C -1.65770 -5.09124 1.72333 0.00
C -1.80156 -3.74218 1.40814 0.00
C -2.83355 -3.35255 0.38219 0.01
C -0.98917 -2.79728 2.05102 0.03
Te -1.20922 -0.73033 1.49454 0.08
N -1.31849 1.14898 -0.46608 0.61
C -1.48971 0.67289 -1.68916 0.05
O -0.77941 0.98614 -2.66624 0.09
C -2.68054 -0.22931 -1.91785 0.01
C -2.64766 -1.12572 -2.97987 0.00
C -3.71910 -1.97490 -3.21522 0.00
C -4.84277 -1.91698 -2.40074 0.00
C -4.88959 -1.00700 -1.35297 0.00
C -3.81015 -0.17006 -1.10825 0.00
C 0.82301 -0.51638 0.92111 0.00
C 1.64781 0.28493 1.71130 0.00
C 3.00968 0.40155 1.43029 0.00
C 3.53906 -0.27260 0.35033 0.00
C 2.71704 -1.07041 -0.44212 0.00
C 1.36379 -1.21662 -0.17612 0.00
C 0.52899 -2.13001 -1.02535 0.00
C -0.06432 -3.21937 3.01725 0.01
C 0.82601 -2.26388 3.76262 0.00
C 0.04714 -4.57810 3.29991 0.00
H -1.20045 -7.60553 2.33033 0.00
H -0.91318 -7.19034 4.02074 0.00
H 0.44324 -7.31641 2.90728 0.00
H -2.28543 -5.81717 1.21635 0.00
H -3.32894 -4.23795 -0.01718 0.00
H -2.39274 -2.79808 -0.44920 0.00
H -3.60099 -2.70363 0.80868 0.00
H -1.76933 -1.13591 -3.61324 0.00
H -3.68102 -2.68009 -4.03667 0.00
H -5.68254 -2.57594 -2.58589 0.00
H -5.77017 -0.94941 -0.72441 0.00
H -3.83116 0.54402 -0.29554 0.00
H 1.24607 0.80519 2.57291 0.00
H 3.62344 1.04096 2.05231 0.00
H 4.59001 -0.17443 0.10785 0.00
H 3.13913 -1.59155 -1.29382 0.00
H 1.08951 -2.46052 -1.89955 0.00
H -0.37642 -1.62870 -1.36766 0.00
H 0.22021 -3.01075 -0.45603 0.00
H 0.30634 -1.33390 3.99698 0.00
H 1.70226 -1.99723 3.16901 0.00
H 1.17346 -2.71578 4.69213 0.00
H 0.76718 -4.89783 4.04741 0.00
F -2.20067 7.35771 -1.30026 0.00
C -1.62787 6.16097 -0.98926 0.00
C -1.16880 5.95549 0.29435 0.00
C -0.58018 4.73348 0.60285 0.00
C -0.46939 3.73887 -0.36335 0.00
C -0.94189 3.97609 -1.64836 0.00
C -1.52435 5.19837 -1.96968 0.00
H -1.26120 6.74043 1.03384 0.00
H -0.19154 4.56841 1.60055 0.00
H -0.86829 3.20269 -2.40297 0.00
H -1.89706 5.40107 -2.96550 0.00
```


DFT total energy per entry: -107635.1145, -78025.7432 eV